Record 1
Density functional theory data (the ωB97M-V functional and the def2-TZVPD basis) for an isolated molecule of C4H11BN2 at a distorted geometry.

Results
Energy relative to the best compared isomer or geometry (same formula, charge and spin), kJ/mol: 131.61
Largest force on an atom, hartree/bohr: 0.1070
SMILES: NB1CCCCN1
Energy, eV: -7984.1886
Frontier orbital gap, eV: 9.5290
Lowest unoccupied orbital energy, Ha: 0.025

```
! wB97M-V def2-TZVPD RIJCOSX def2/J DEFGRID3
* xyz 0 1
N -1.43 -2.11 0.72
B -0.71 -0.86 0.62
C 0.95 -0.96 0.23
C 1.46 0.14 -0.71
C 0.50 1.38 -0.95
C -0.53 1.53 0.24
N -1.25 0.36 0.55
H -1.09 -3.01 0.26
H -2.45 -2.24 0.73
H 1.41 -0.89 1.23
H 1.19 -1.85 -0.22
H 2.38 0.55 -0.31
H 1.77 -0.34 -1.54
H 1.07 2.26 -0.84
H 0.05 1.36 -1.95
H 0.03 1.90 1.05
H -1.22 2.20 -0.07
H -2.14 0.59 0.96
*
```

=====

Record 2
Density functional theory data (the ωB97M-V functional and the def2-TZVPD basis) for a 2-piece molecular cluster, C4H11BS overall at a distorted geometry.

Results
Energy relative to the best compared isomer or geometry (same formula, charge and spin), kJ/mol: 163.81
Largest force on an atom, hartree/bohr: 0.1007
SMILES: C=CCC.BS
Energy, eV: -15836.2376
Frontier orbital gap, eV: 10.3447
Lowest unoccupied orbital energy, Ha: 0.022

```
! wB97M-V def2-TZVPD RIJCOSX def2/J DEFGRID3
* xyz 0 1
C 0.10 1.76 0.74
C 0.92 0.71 0.80
C 1.99 0.43 -0.35
C 1.56 -0.71 -1.19
H 0.18 2.35 -0.13
H -0.58 2.00 1.47
H 0.90 -0.10 1.57
H 2.17 1.39 -0.90
H 2.90 0.09 0.11
H 1.53 -1.71 -0.57
H 2.02 -1.01 -2.18
H 0.43 -0.65 -1.52
B -3.82 0.75 0.65
S -4.42 -0.41 -0.44
H -2.62 0.53 0.89
H -4.50 1.57 1.16
H -3.22 -1.02 -0.47
*
```

=====

Record 3
Density functional theory data (the ωB97M-V functional and the def2-TZVPD basis) for C4H11BrMgNO as an isolated structure at a distorted geometry.

Results
Largest force on an atom, hartree/bohr: 0.0453
Energy, eV: -83350.7342
⟨S²⟩: 0.7511
Frontier orbital gap (spin up / spin down), eV: 7.4508 / 7.3895
Lowest unoccupied orbital energy (spin up / spin down), Ha: -0.002 / -0.061

```
! wB97M-V def2-TZVPD RIJCOSX def2/J DEFGRID3
* xyz 0 2
Mg 3.44 4.25 2.56
Br 2.56 2.77 0.90
C -0.62 -1.75 0.82
C 0.01 -0.38 0.59
C -0.89 0.44 -0.35
O -1.23 -0.05 -1.73
C -0.13 -0.51 -2.48
N 0.14 0.28 1.87
H 0.11 -2.37 1.33
H -0.78 -2.19 -0.17
H -1.58 -1.69 1.33
H 0.95 -0.56 0.06
H -0.36 1.34 -0.63
H -1.77 0.75 0.22
H 0.19 -1.46 -2.06
H 0.70 0.19 -2.58
H -0.40 -0.70 -3.52
H 0.45 1.22 1.63
H -0.79 0.41 2.24
*
```

=====

Record 4
Density functional theory data (the ωB97M-V functional and the def2-TZVPD basis) for an isolated molecule of C4H11BrSi at a distorted geometry.

Results
Energy relative to the best compared isomer or geometry (same formula, charge and spin), kJ/mol: 33.89
Largest force on an atom, hartree/bohr: 0.0606
SMILES: CC[Si](C)(C)Br
Energy, eV: -82247.5140
Frontier orbital gap, eV: 10.4929
Lowest unoccupied orbital energy, Ha: 0.026

```
! wB97M-V def2-TZVPD RIJCOSX def2/J DEFGRID3
* xyz 0 1
C 1.21 1.86 0.28
C -0.24 1.58 0.49
Si -0.63 -0.21 0.07
C -0.13 -1.95 0.82
C 0.18 -0.36 -1.71
Br -2.92 -0.10 -0.09
H 1.93 1.22 0.70
H 1.32 1.96 -0.81
H 1.37 2.89 0.58
H -0.94 2.13 -0.32
H -0.65 1.87 1.50
H -1.00 -2.67 1.21
H 0.43 -2.54 0.07
H 0.62 -1.74 1.56
H 1.24 -0.12 -1.56
H 0.15 -1.48 -1.96
H -0.18 0.30 -2.47
*
```